Below is a structure of composition C27H35BrN4P2Ti, with properties calculated with the ωB97M-V functional and the def2-TZVPD basis.

The geometry in XYZ format:
```
70
C27H35BrN4P2Ti, DFT the ωB97M-V functional and the def2-TZVPD basis
Ti 1.5394 -0.5573 -0.9698
C 3.4965 -0.0565 -0.4192
C 2.5974 0.1963 0.6468
C 2.1522 1.5948 1.0140
C 1.6112 2.3954 -0.1987
C 0.9495 1.4855 -1.1996
C 1.5137 1.0161 -2.3911
C 2.9715 1.1118 -2.7102
C 3.9409 0.8785 -1.5171
C -0.2767 -1.2805 -1.9336
H 4.2157 -0.8531 -0.2154
H 2.6424 -0.5002 1.4951
H 3.0152 2.1485 1.4367
H 1.3869 1.5565 1.8036
H 0.8866 3.1671 0.1418
H 2.4637 2.9649 -0.5968
H -0.1286 1.4062 -1.1008
H 0.8327 0.7609 -3.2175
H 3.2246 2.0901 -3.1470
H 3.1578 0.3725 -3.5052
H 4.8587 0.4532 -1.9514
H 4.2262 1.8540 -1.0950
H 0.2718 -2.1746 -2.2996
H -0.6352 -0.7424 -2.8219
H -1.1124 -1.6389 -1.3268
P -2.2836 0.5919 0.4530
P -1.9456 -1.3482 2.5274
N -2.4582 2.0617 -0.9670
N -3.8854 0.8515 0.8965
N 2.5891 -2.1662 -1.8294
N -1.0478 -2.3802 3.5737
C -1.4709 1.3175 1.9262
C -1.2723 0.2662 3.0453
C -1.9947 1.8623 -2.2617
C -1.9307 3.0685 -2.9648
C -2.4763 4.0634 -2.0934
C -2.8029 3.4037 -0.8928
C -4.9288 0.6505 -0.0265
C -6.0815 1.1784 0.5090
C -5.7734 1.6768 1.8222
C -4.4323 1.4231 2.0513
C 2.9838 -2.3053 -3.1522
C 3.9693 -3.3004 -3.2305
C 4.1008 -3.8378 -1.9268
C 3.2511 -3.1222 -1.0840
C 0.3502 -2.4570 3.6925
C 0.7151 -3.7425 4.0306
C -0.4922 -4.4966 4.1999
C -1.5478 -3.6594 3.8920
H -2.0391 2.1785 2.2878
H -0.5008 1.7211 1.6128
H -0.2104 0.1406 3.2811
H -1.7563 0.6015 3.9793
H -1.7037 0.8823 -2.5985
H -1.5234 3.2007 -3.9572
H -2.6111 5.1039 -2.3280
H -3.2884 3.8263 -0.0280
H -4.7130 0.1373 -0.9548
H -7.0343 1.2203 0.0053
H -6.4454 2.1925 2.4956
H -3.8362 1.5535 2.9452
H 2.5617 -1.7032 -3.9471
H 4.5596 -3.5364 -4.0995
H 4.7325 -4.6568 -1.6361
H 3.0827 -3.2681 -0.0236
H 0.9724 -1.5952 3.5184
H 1.7274 -4.1173 4.1039
H -0.5558 -5.5347 4.5011
H -2.6126 -3.8311 3.8768
Br 0.2573 -1.7640 0.8536
```

Output
Net charge: +2
Orbital gap (alpha / beta): 3.923 / 3.925 eV
DFT total energy: -5374.1934 a.u.
Max |F|: 10.41 eV/A
Multiplicity: 1

***

Below is a structure of composition C4H8O2, with properties calculated with the ωB97M-V functional and the def2-TZVPD basis.

The geometry in XYZ format:
```
14
C4H8O2, DFT the ωB97M-V functional and the def2-TZVPD basis
C 0.4962 0.9537 -1.0964
C 0.9098 0.1737 -0.1020
O 1.8622 -0.7508 -0.3722
C 0.1309 0.0210 1.1457
C -0.8065 -1.0414 0.6629
O -1.9733 -0.8633 0.4371
H -0.0755 1.8368 -0.8722
H -1.8811 0.6704 -1.1392
H 1.1194 1.0463 -1.9681
H 2.5613 -0.8825 0.2752
H 0.7330 -0.3098 1.9872
H -0.3747 0.9583 1.3666
H -0.3481 -2.0078 0.4074
H -2.3535 0.1953 -0.7320
```

Output
Net charge: 0
Orbital gap: 9.644 eV
DFT total energy: -307.5749 a.u.
Relative energy (zero: lowest compared OMol25 entry of this formula, charge and spin): 361.17 kJ/mol
Max |F|: 2.15 eV/A
Multiplicity: 1

***

Below is the ion C8H13N5 with charge +2, with properties calculated with the ωB97M-V functional and the def2-TZVPD basis.

The geometry in XYZ format:
```
26
C8H13N5, DFT the ωB97M-V functional and the def2-TZVPD basis
C 0.0455 1.8628 -1.1780
C 0.2882 1.5757 0.1576
C -0.4926 1.0290 -2.1342
C -0.1364 -1.0766 -0.9108
C -0.6701 -0.3249 1.6725
C -1.1847 1.4756 -3.2638
C 1.3243 2.3024 0.9188
C 0.2421 -3.3374 -0.1480
N -0.4909 -1.6539 1.3286
N -0.3179 0.5378 0.7587
N -0.0791 -1.9937 0.0143
N -0.4033 -0.4200 -1.9706
N -1.1692 -0.1040 2.9029
H 0.3694 2.8130 -1.5423
H -1.8917 0.8187 -3.7281
H -1.3024 2.5645 -3.3958
H 2.1746 2.4552 0.1797
H 1.6036 1.7628 1.7478
H 1.1129 3.3412 1.3983
H -0.0993 -3.5937 -1.1926
H 1.2511 -3.6960 0.1518
H -0.3462 -3.8792 0.4737
H -0.5383 -2.5108 1.8624
H -0.5229 -0.9859 -2.8537
H -1.6219 -0.8551 3.3402
H -1.3761 0.9234 3.1398
```

Output
Net charge: +2
SMILES string: C=C1/C=C(C)\N=C(/N)N[N+](C)=C=[NH+]1
Orbital gap (alpha / beta): 6.758 / 7.691 eV
DFT total energy: -585.5817 a.u.
Relative energy (zero: lowest compared OMol25 entry of this formula, charge and spin): 603.90 kJ/mol
Max |F|: 4.34 eV/A
Multiplicity: 1

***

Below is the molecule C5H8BrN3, with properties calculated with the ωB97M-V functional and the def2-TZVPD basis.

The geometry in XYZ format:
```
17
C5H8BrN3, DFT the ωB97M-V functional and the def2-TZVPD basis
C -2.8214 -0.7184 -0.1479
C -1.8313 -1.5687 0.1882
C 0.3378 0.6482 0.9823
C -1.8234 -3.0958 0.4030
C 1.4215 2.5619 -0.3478
N -0.6017 -1.2309 -0.2606
N -0.0157 -0.0737 -0.1130
N 1.0659 1.7242 0.8202
Br -2.7962 1.0980 -0.0052
H -1.4665 -3.3234 1.4122
H -2.7813 -3.4654 0.4858
H -1.2258 -3.6029 -0.4600
H 2.2050 1.9209 -0.8896
H 0.4486 2.7272 -1.0032
H 1.9825 3.3943 -0.1244
H 0.5308 0.2976 -1.0118
H 0.9409 2.3600 1.6209
```

Output
Net charge: 0
Orbital gap (alpha / beta): 8.029 / 6.728 eV
⟨S²⟩: 2.05
DFT total energy: -2933.3022 a.u.
Relative energy (zero: lowest compared OMol25 entry of this formula, charge and spin): 258.92 kJ/mol
Max |F|: 6.30 eV/A
Multiplicity: 3

***

What did the third record say?
Below is the ion C8H13N5 with charge +2, with properties calculated with the ωB97M-V functional and the def2-TZVPD basis.

The geometry in XYZ format:
```
26
C8H13N5, DFT the ωB97M-V functional and the def2-TZVPD basis
C 0.0455 1.8628 -1.1780
C 0.2882 1.5757 0.1576
C -0.4926 1.0290 -2.1342
C -0.1364 -1.0766 -0.9108
C -0.6701 -0.3249 1.6725
C -1.1847 1.4756 -3.2638
C 1.3243 2.3024 0.9188
C 0.2421 -3.3374 -0.1480
N -0.4909 -1.6539 1.3286
N -0.3179 0.5378 0.7587
N -0.0791 -1.9937 0.0143
N -0.4033 -0.4200 -1.9706
N -1.1692 -0.1040 2.9029
H 0.3694 2.8130 -1.5423
H -1.8917 0.8187 -3.7281
H -1.3024 2.5645 -3.3958
H 2.1746 2.4552 0.1797
H 1.6036 1.7628 1.7478
H 1.1129 3.3412 1.3983
H -0.0993 -3.5937 -1.1926
H 1.2511 -3.6960 0.1518
H -0.3462 -3.8792 0.4737
H -0.5383 -2.5108 1.8624
H -0.5229 -0.9859 -2.8537
H -1.6219 -0.8551 3.3402
H -1.3761 0.9234 3.1398
```

Output
Net charge: +2
SMILES string: C=C1/C=C(C)\N=C(/N)N[N+](C)=C=[NH+]1
Orbital gap (alpha / beta): 6.758 / 7.691 eV
DFT total energy: -585.5817 a.u.
Relative energy (zero: lowest compared OMol25 entry of this formula, charge and spin): 603.90 kJ/mol
Max |F|: 4.34 eV/A
Multiplicity: 1